An isolated molecule of C7H9F in a non-equilibrium geometry, computed with ωB97M-V/def2-TZVPD.

Cartesian coordinates (Å):
F (2.3797, 1.1512, 0.5193)
C (2.0616, -0.0336, -0.1033)
C (0.6554, 0.1305, -0.6902)
C (-0.2032, 0.9452, 0.3615)
C (-0.4811, -0.3236, 1.3001)
C (-0.8042, -1.4507, 0.5298)
C (-0.6475, -0.6986, -0.8851)
C (-1.4928, 0.7362, -0.5449)
H (2.8589, -0.6426, -0.7396)
H (2.1291, -0.6829, 0.7838)
H (0.6308, 0.9831, -1.5282)
H (0.2171, 1.7623, 1.0269)
H (-0.8875, -0.0185, 2.4654)
H (-1.3143, -2.4826, 0.7191)
H (-1.0522, -1.1017, -1.8468)
H (-1.6209, 1.4780, -1.2663)
H (-2.4288, 0.2483, -0.1016)

Atomic forces in eV per Å
1.10 0.94 -1.14
0.58 -3.84 0.20
-0.57 4.85 -1.25
-0.44 -3.51 2.14
-3.05 -0.52 2.48
0.05 2.74 0.09
-1.04 0.57 0.17
0.87 -3.81 2.13
-1.11 2.49 0.49
-1.05 -0.46 -0.38
0.83 -2.16 0.97
-0.95 -0.49 -1.53
1.67 -1.54 -3.20
1.24 2.33 -0.17
1.18 -0.34 0.82
-0.34 0.89 -1.59
1.04 1.87 -0.24

## Properties
LUMO energy   1.109 eV
E_HOMO   -8.88 eV
SMILES string   FC[C@@H]1[C@@H]2C=C[C@H]1C2
Gap between HOMO and LUMO   0.3672 Eh
ΔE to the lowest compared entry with this formula, charge and spin   451.5 kJ/mol
Largest force on an atom   5.038 eV/Å
E_tot   -371.7837 Eh